No. 1
Molecular formula: C4H8N2
Method: DFT, wB97M-V/def2-TZVPD

CARTESIAN COORDINATES (ANGSTROEM)
C 1.340 -0.576 -0.200
C -1.147 -0.840 -0.275
C -1.337 0.523 -0.144
C 1.056 0.880 -0.198
H 2.179 -0.789 0.612
H 1.855 -0.761 -1.215
H 0.131 -0.937 1.447
H -1.940 -1.658 -0.017
H -0.976 -1.178 -1.258
H -2.340 1.122 0.378
H -0.427 2.202 0.539
H 1.601 1.893 -0.047
N 0.194 -1.103 0.366
N -0.189 1.223 0.012

Results
spin multiplicity: 1
total charge: 0
energy above the lowest of the compared OMol25 structures with the same formula, charge and spin: 5.2693 eV
Kohn-Sham gap: 7.1 eV
E_HOMO: -6.4 eV



No. 2
Molecular formula: C30H40BN5O4
Method: DFT, wB97M-V/def2-TZVPD

CARTESIAN COORDINATES (ANGSTROEM)
C 1.806 -1.667 1.764
C 1.018 -2.391 0.684
O 0.708 -3.736 1.016
C -0.306 -3.894 1.985
C -1.715 -3.706 1.402
C -2.281 -2.263 1.594
C -3.577 -2.441 2.405
O -3.701 -2.657 3.578
O -4.656 -2.346 1.589
C -4.277 -2.097 0.234
C -2.805 -1.615 0.312
B -2.481 -0.102 -0.044
O -2.607 0.251 -1.390
N -2.008 0.916 0.874
C -0.562 1.121 0.767
C -2.529 0.852 2.239
H 2.092 -0.669 1.427
H 1.229 -1.538 2.683
H 2.706 -2.224 2.025
H 0.097 -1.834 0.476
H 1.613 -2.426 -0.228
H -0.197 -4.907 2.374
H -0.184 -3.222 2.841
H -1.651 -3.933 0.336
H -2.398 -4.423 1.856
H -1.646 -1.635 2.214
H -4.303 -3.025 -0.338
H -4.960 -1.372 -0.197
H -2.291 -2.133 -0.513
H -1.976 -0.246 -1.930
H -0.200 0.568 -0.103
H -0.023 0.837 1.674
H -0.330 2.171 0.557
H -2.732 1.846 2.640
H -3.437 0.248 2.278
H -1.813 0.377 2.926
C 3.127 0.873 -3.636
C 2.742 -0.434 -3.896
C 1.512 -0.870 -3.425
N 0.674 -0.099 -2.732
C 1.063 1.155 -2.491
C 2.268 1.688 -2.916
H 4.081 1.251 -3.986
H 3.381 -1.106 -4.452
H 1.176 -1.885 -3.609
H 0.357 1.755 -1.926
H 2.523 2.712 -2.680
C 2.160 7.707 -2.606
C 1.348 6.743 -3.183
C 1.459 5.435 -2.737
N 2.300 5.055 -1.776
C 3.070 5.993 -1.231
C 3.045 7.325 -1.611
H 2.106 8.738 -2.931
H 0.647 6.995 -3.967
H 0.848 4.649 -3.170
H 3.742 5.651 -0.453
H 3.702 8.043 -1.138
C -5.964 -5.065 4.270
C -6.585 -5.646 3.175
C -7.425 -6.729 3.388
N -7.670 -7.249 4.589
C -7.066 -6.680 5.631
C -6.211 -5.594 5.527
H -5.303 -4.217 4.144
H -6.423 -5.265 2.176
H -7.931 -7.209 2.557
H -7.282 -7.123 6.598
H -5.749 -5.173 6.410
C 7.622 4.340 -1.883
C 6.241 4.453 -1.880
C 5.524 3.813 -2.879
N 6.088 3.093 -3.848
C 7.417 2.997 -3.840
C 8.225 3.598 -2.886
H 8.217 4.820 -1.118
H 5.729 5.015 -1.115
H 4.442 3.875 -2.903
H 7.852 2.408 -4.640
H 9.299 3.482 -2.929

Results
spin multiplicity: 1
total charge: 0
structure (SMILES): CCOCC[C@@H]1C(=O)OC[C@H]1B(O)N(C)C.c1ccncc1.c1ccncc1.c1ccncc1.c1ccncc1
Kohn-Sham gap: 9.3 eV
E_HOMO: -8.8 eV



No. 3
Molecular formula: C44H43AsN2O6PPtS
Method: DFT, wB97M-V/def2-TZVPD

CARTESIAN COORDINATES (ANGSTROEM)
Pt -0.074 0.185 0.172
C -0.631 4.483 0.661
C -1.783 3.808 -0.029
C -2.594 4.545 -0.889
C -3.706 3.979 -1.486
C -4.040 2.660 -1.218
C -3.255 1.884 -0.378
C -3.650 0.471 -0.053
C -2.120 2.473 0.186
N -1.255 1.632 0.976
C -1.234 1.743 2.257
C -2.078 2.694 3.035
C -0.351 0.779 2.980
C -0.243 0.751 4.471
N 0.262 -0.040 2.219
C 0.988 -1.157 2.750
C 2.358 -1.073 2.955
C 3.120 0.202 2.723
C 3.010 -2.221 3.400
C 2.316 -3.395 3.627
C 0.945 -3.445 3.412
C 0.256 -2.328 2.964
C -1.231 -2.369 2.737
H -0.164 5.205 -0.005
H 0.137 3.784 0.983
H -0.991 5.028 1.538
H -2.340 5.579 -1.085
H -4.319 4.568 -2.155
H -4.921 2.221 -1.668
H -4.349 0.091 -0.797
H -4.145 0.421 0.922
H -2.786 -0.192 -0.015
H -2.750 3.251 2.389
H -1.447 3.398 3.582
H -2.666 2.145 3.773
H -0.890 1.479 4.949
H 0.789 0.958 4.760
H -0.484 -0.245 4.846
H 2.588 0.884 2.062
H 4.085 -0.018 2.267
H 3.305 0.717 3.670
H 4.082 -2.184 3.556
H 2.842 -4.276 3.969
H 0.399 -4.365 3.588
H -1.596 -3.393 2.781
H -1.500 -1.955 1.762
H -1.768 -1.794 3.497
C -2.978 -4.828 -0.046
C -1.657 -5.206 0.167
C -0.627 -4.403 -0.291
C -0.917 -3.218 -0.969
C -2.240 -2.850 -1.194
C -3.270 -3.654 -0.727
P 0.441 -2.169 -1.489
C 1.635 -3.242 -2.263
C 1.226 -4.177 -3.215
C 2.166 -4.985 -3.831
C 3.508 -4.870 -3.485
C 3.911 -3.952 -2.527
C 2.977 -3.129 -1.912
C -0.157 -0.875 -2.546
C -0.277 -0.953 -3.931
C -0.677 0.169 -4.636
C -0.934 1.350 -3.945
C -0.809 1.417 -2.565
C -0.424 0.302 -1.818
H -3.782 -5.458 0.311
H -1.433 -6.128 0.687
H 0.404 -4.696 -0.127
H -2.460 -1.942 -1.743
H -4.299 -3.372 -0.905
H 0.175 -4.287 -3.460
H 1.854 -5.710 -4.570
H 4.240 -5.508 -3.962
H 4.955 -3.873 -2.255
H 3.285 -2.409 -1.162
H -0.046 -1.873 -4.455
H -0.777 0.131 -5.713
H -1.231 2.236 -4.493
H -1.001 2.364 -2.074
O 4.114 -0.021 -2.921
As 4.025 0.579 -1.302
O 4.222 -0.610 -0.242
O 1.103 -1.416 -0.314
C 5.045 2.159 -0.976
C 6.422 2.255 -0.889
C 6.981 3.511 -0.684
C 6.176 4.637 -0.571
C 4.791 4.533 -0.634
C 4.243 3.282 -0.836
S 2.503 2.951 -0.773
O 2.174 2.643 0.589
O 1.753 3.916 -1.500
O 2.503 1.599 -1.600
H 3.660 0.566 -3.543
H 7.048 1.378 -0.986
H 8.056 3.613 -0.620
H 6.629 5.608 -0.430
H 4.156 5.402 -0.530

Results
spin multiplicity: 1
total charge: +1
energy above the lowest of the compared OMol25 structures with the same formula, charge and spin: 0.0000 eV
Kohn-Sham gap: 7.6 eV
E_HOMO: -10.8 eV



No. 4
Molecular formula: C24H40ClN4O4S2
Method: DFT, wB97M-V/def2-TZVPD

CARTESIAN COORDINATES (ANGSTROEM)
C -3.837 0.903 1.584
C -4.310 -0.554 0.999
C -4.286 -0.640 -0.669
C -4.630 -2.199 -1.043
C -3.375 -3.065 -1.646
C -2.482 -3.866 -0.530
C -1.312 -2.978 0.198
C -0.505 -1.946 -0.787
C 0.424 -0.981 0.207
S 2.162 -0.698 -0.449
O 2.576 0.798 -0.173
O 3.164 -1.551 0.421
N 2.378 -1.103 -2.134
S 1.453 -0.064 -3.191
O 2.398 0.687 -4.194
O 0.600 1.011 -2.474
C 0.350 -1.217 -4.239
C 1.329 -2.361 -4.890
C 1.393 -3.757 -4.002
Cl -0.269 -4.643 -3.939
H -4.688 1.672 1.330
H -3.837 0.802 2.773
H -2.765 1.236 1.255
H -3.590 -1.391 1.386
H -5.397 -0.854 1.376
H -5.214 0.029 -1.012
H -3.301 -0.218 -1.138
H -5.126 -2.733 -0.126
H -5.449 -2.157 -1.911
H -3.858 -3.903 -2.346
H -2.768 -2.366 -2.364
H -3.244 -4.213 0.320
H -2.023 -4.885 -0.950
H -1.660 -2.377 1.142
H -0.502 -3.760 0.595
H 0.194 -2.481 -1.560
H -1.206 -1.212 -1.371
H 0.515 -1.559 1.227
H -0.125 0.052 0.409
H -0.109 -0.499 -5.075
H -0.537 -1.653 -3.585
H 0.950 -2.602 -5.976
H 2.437 -1.925 -4.879
H 2.133 -4.541 -4.512
H 1.774 -3.578 -2.888
N 1.369 3.655 1.185
C 1.364 5.025 1.219
C 0.899 5.418 2.454
C 0.619 4.244 3.192
C 0.920 3.170 2.386
H 1.658 3.090 0.397
H 1.690 5.601 0.363
H 0.776 6.441 2.787
H 0.238 4.188 4.204
H 0.854 2.105 2.563
N 5.134 -3.244 -2.667
C 4.961 -4.207 -1.706
C 6.014 -5.090 -1.794
C 6.855 -4.640 -2.840
C 6.289 -3.498 -3.360
H 4.508 -2.468 -2.837
H 4.105 -4.182 -1.045
H 6.162 -5.962 -1.171
H 7.774 -5.100 -3.178
H 6.608 -2.845 -4.162
N -1.132 6.525 5.394
C -1.137 7.895 5.428
C -1.602 8.289 6.663
C -1.882 7.114 7.402
C -1.580 6.040 6.595
H -0.843 5.960 4.606
H -0.811 8.471 4.573
H -1.724 9.311 6.996
H -2.262 7.058 8.414
H -1.647 4.975 6.772

Results
spin multiplicity: 1
total charge: -1
energy above the lowest of the compared OMol25 structures with the same formula, charge and spin: 6.3046 eV
Kohn-Sham gap: 8.4 eV
E_HOMO: -5.9 eV



No. 5
Molecular formula: C5H9NO3
Method: DFT, wB97M-V/def2-TZVPD

CARTESIAN COORDINATES (ANGSTROEM)
C 1.496 -0.983 -1.094
C 0.368 -1.030 -0.078
O -1.001 -0.674 -1.028
O 2.396 -2.071 -1.095
O 0.239 -1.771 0.860
H -1.624 -1.012 -1.686
H 2.196 -2.771 -0.464
H 1.147 -0.871 -2.122
H 2.095 -0.083 -0.921
C -1.084 1.179 -0.122
C 0.589 1.106 1.634
C -2.192 1.355 0.638
N 0.148 0.716 0.517
H -0.888 1.792 -0.995
H 1.484 0.632 2.021
H 0.027 1.842 2.212
H -2.394 0.685 1.461
H -3.003 1.959 0.264

Results
spin multiplicity: 1
total charge: 0
energy above the lowest of the compared OMol25 structures with the same formula, charge and spin: 5.9215 eV
Kohn-Sham gap: 8.4 eV
E_HOMO: -8.4 eV



Number 1: energy -7252.6061 eV. Number 2: energy -48076.2433 eV. Number 3: energy -145797.8051 eV. Number 4: energy -73874.2735 eV. Number 5: energy -12958.7847 eV.